[1]
{"formula": "C36H48F3IN3O4S3SiY", "method": "ωB97M-V/def2-TZVPD", "symbols": ["Y", "S", "C", "N", "C", "C", "N", "C", "C", "C", "C", "C", "C", "C", "C", "S", "C", "C", "C", "C", "C", "C", "C", "H", "H", "H", "H", "H", "H", "H", "H", "H", "H", "H", "H", "H", "H", "H", "H", "H", "H", "F", "C", "F", "F", "C", "C", "C", "C", "N", "C", "S", "H", "H", "H", "I", "C", "C", "C", "C", "O", "Si", "O", "O", "C", "C", "C", "C", "O", "C", "C", "C", "C", "H", "H", "H", "H", "H", "H", "H", "H", "H", "H", "H", "H", "H", "H", "H", "H", "H", "H", "H", "H", "H", "H", "H", "H", "H", "H", "H"], "coordinates": [[1.562, 1.786, -0.576], [-0.681, 0.807, 0.711], [-0.038, -0.276, 1.836], [-0.662, -1.409, 2.123], [-0.171, -2.258, 3.218], [1.329, -2.320, 3.133], [1.856, -0.966, 3.243], [2.949, -0.756, 4.198], [2.498, -0.954, 5.628], [2.966, -2.021, 6.383], [2.516, -2.219, 7.685], [1.590, -1.349, 8.239], [1.117, -0.274, 7.491], [1.570, -0.077, 6.195], [1.192, 0.053, 2.638], [1.662, 1.616, 2.746], [-1.911, -1.818, 1.459], [-3.151, -1.342, 2.185], [-3.870, -0.250, 1.708], [-4.997, 0.198, 2.387], [-5.412, -0.438, 3.549], [-4.704, -1.533, 4.026], [-3.582, -1.984, 3.344], [-0.606, -3.248, 3.107], [-0.475, -1.850, 4.183], [1.630, -2.773, 2.185], [1.726, -2.920, 3.948], [3.330, 0.248, 4.041], [3.749, -1.454, 3.949], [3.698, -2.700, 5.955], [2.893, -3.053, 8.264], [1.241, -1.501, 9.254], [0.402, 0.416, 7.922], [1.211, 0.768, 5.614], [-1.895, -2.907, 1.419], [-1.892, -1.425, 0.447], [-3.536, 0.254, 0.805], [-5.545, 1.051, 2.006], [-6.288, -0.085, 4.078], [-5.030, -2.041, 4.926], [-3.046, -2.852, 3.716], [6.738, -0.089, 0.910], [6.058, -1.184, 1.229], [6.827, -2.241, 0.877], [5.959, -1.217, 2.583], [4.696, -1.286, 0.594], [4.309, -2.510, 0.097], [3.049, -2.680, -0.482], [2.222, -1.587, -0.532], [2.562, -0.394, -0.023], [3.778, -0.197, 0.543], [4.092, 1.408, 1.049], [5.006, -3.338, 0.126], [2.745, -3.626, -0.908], [1.245, -1.631, -1.002], [2.882, 4.135, -1.477], [1.745, 0.868, -5.559], [0.583, 1.852, -5.462], [1.081, 3.225, -5.022], [-0.146, 1.947, -6.790], [-0.400, 1.339, -4.532], [-0.336, 1.036, -2.934], [1.090, 0.627, -2.341], [-0.615, 2.383, -1.956], [-1.719, 3.329, -1.950], [-2.791, 2.847, -0.980], [-1.144, 4.659, -1.505], [-2.314, 3.440, -3.349], [-1.584, 0.018, -2.614], [-2.098, -1.074, -3.400], [-3.048, -0.532, -4.463], [-0.958, -1.866, -4.037], [-2.859, -1.956, -2.424], [2.460, 1.208, -6.310], [1.379, -0.121, -5.850], [2.254, 0.781, -4.597], [1.954, 3.514, -5.611], [1.383, 3.217, -3.973], [0.311, 3.989, -5.159], [0.523, 2.332, -7.563], [-1.004, 2.619, -6.702], [-0.507, 0.962, -7.097], [-2.431, 2.861, 0.049], [-3.087, 1.826, -1.240], [-3.665, 3.499, -1.046], [-0.710, 4.568, -0.509], [-1.925, 5.422, -1.470], [-0.357, 4.982, -2.187], [-2.759, 2.489, -3.659], [-1.555, 3.719, -4.082], [-3.095, 4.203, -3.345], [-2.534, 0.194, -5.095], [-3.902, -0.042, -3.985], [-3.422, -1.347, -5.088], [-0.435, -1.262, -4.784], [-1.341, -2.765, -4.524], [-0.236, -2.161, -3.269], [-3.642, -1.382, -1.922], [-2.179, -2.359, -1.669], [-3.322, -2.793, -2.952]], "total_energy_ha": -3985.97314, "orbital_gap_ev": 6.3}

[2]
{"formula": "C36H48N4O18", "method": "ωB97M-V/def2-TZVPD", "symbols": ["C", "C", "O", "N", "H", "H", "C", "H", "H", "H", "H", "H", "H", "C", "C", "O", "N", "H", "H", "C", "H", "H", "H", "H", "H", "H", "N", "O", "O", "O", "N", "O", "O", "O", "C", "C", "C", "O", "H", "H", "H", "H", "H", "H", "H", "H", "C", "C", "C", "O", "H", "H", "H", "H", "H", "H", "H", "H", "C", "C", "C", "O", "C", "C", "C", "O", "H", "H", "H", "H", "C", "C", "C", "O", "C", "C", "C", "O", "H", "H", "H", "H", "C", "C", "C", "O", "C", "C", "C", "O", "H", "H", "H", "H", "C", "C", "C", "O", "C", "C", "C", "O", "H", "H", "H", "H"], "coordinates": [[21.184, -33.229, -17.866], [21.466, -31.948, -18.626], [20.828, -31.719, -19.573], [22.603, -31.192, -18.252], [21.992, -30.453, -17.757], [23.289, -31.572, -17.422], [23.444, -30.526, -19.307], [21.999, -33.839, -17.462], [20.758, -34.093, -18.632], [20.304, -33.039, -17.248], [24.228, -29.960, -18.925], [22.848, -29.713, -19.990], [23.813, -31.225, -20.020], [26.177, -29.688, -15.418], [25.647, -28.730, -14.366], [26.317, -27.654, -14.017], [24.260, -29.009, -13.722], [23.486, -28.620, -14.314], [23.885, -30.103, -13.761], [23.743, -28.070, -12.620], [27.333, -29.543, -15.675], [25.397, -29.773, -16.171], [26.385, -30.699, -14.932], [23.884, -27.070, -13.004], [24.227, -28.134, -11.744], [22.730, -28.154, -12.398], [22.335, -28.162, -16.271], [23.537, -28.529, -16.538], [22.135, -27.821, -15.092], [21.382, -28.601, -16.974], [23.594, -32.267, -15.143], [24.245, -32.273, -16.121], [24.072, -32.166, -14.014], [22.475, -31.768, -15.294], [23.641, -23.780, -16.012], [23.827, -24.776, -14.856], [24.987, -23.993, -14.018], [22.700, -24.682, -13.999], [23.055, -23.063, -15.671], [22.911, -24.311, -16.470], [24.455, -23.532, -16.736], [24.055, -25.634, -15.143], [24.799, -23.059, -13.732], [25.812, -23.898, -14.843], [25.463, -24.844, -13.344], [21.933, -24.763, -14.558], [24.989, -23.836, -8.443], [24.017, -24.901, -8.880], [24.334, -25.439, -10.251], [24.190, -25.912, -7.964], [26.126, -24.193, -8.774], [24.832, -23.897, -7.285], [24.761, -22.765, -8.807], [22.933, -24.387, -8.697], [24.224, -24.828, -11.049], [23.623, -26.170, -10.599], [25.345, -26.178, -10.321], [23.729, -26.611, -8.378], [28.830, -25.178, -13.597], [28.421, -24.610, -12.142], [27.672, -25.555, -11.324], [27.232, -25.221, -10.149], [27.683, -26.978, -11.533], [28.250, -27.446, -12.876], [28.701, -26.616, -13.936], [28.978, -26.957, -15.108], [29.166, -24.555, -14.399], [28.419, -23.452, -11.899], [27.407, -27.823, -10.765], [28.252, -28.645, -13.167], [26.696, -28.184, -18.582], [26.320, -28.870, -19.887], [24.888, -29.328, -20.171], [24.517, -30.019, -21.040], [23.964, -28.724, -19.200], [24.325, -27.754, -18.201], [25.658, -27.505, -17.811], [25.889, -26.911, -16.781], [27.795, -27.967, -18.364], [27.117, -29.434, -20.411], [22.881, -28.953, -19.427], [23.669, -27.551, -17.389], [30.600, -31.562, -16.577], [31.037, -32.147, -17.959], [31.245, -31.177, -19.019], [31.769, -31.465, -20.067], [30.766, -29.706, -18.862], [30.386, -29.264, -17.536], [30.151, -30.176, -16.461], [29.795, -29.684, -15.386], [30.515, -32.270, -15.791], [31.431, -33.241, -18.082], [31.235, -28.958, -19.583], [30.071, -28.105, -17.207], [24.269, -30.699, -9.913], [23.894, -29.356, -9.339], [22.383, -29.010, -9.534], [21.933, -27.989, -9.032], [21.537, -29.898, -10.114], [21.927, -31.237, -10.630], [23.296, -31.705, -10.530], [23.737, -32.756, -10.807], [25.315, -30.872, -9.935], [24.592, -28.811, -8.944], [20.465, -29.443, -9.743], [21.251, -32.117, -10.811]], "total_energy_ha": -2972.39549, "orbital_gap_ev": 5.8}